{
  "formula": "C3H9NS",
  "method": "wB97M-V/def2-TZVPD",
  "species": ["C", "C", "C", "N", "S", "H", "H", "H", "H", "H", "H", "H", "H", "H"],
  "xyz": [[-2.63125, 0.55129, -0.22320], [1.95944, -1.11882, -0.46596], [-1.73978, 0.78047, -1.15842], [0.90543, -0.42269, 0.31000], [1.47018, 0.53988, 1.35371], [-2.43471, -0.19952, 0.41691], [1.86976, -0.19676, 2.74161], [-3.59726, 1.02300, 0.01611], [2.92010, -0.61789, -0.43313], [2.00729, -2.08207, -0.01707], [1.63014, -1.17286, -1.52836], [-0.86421, 0.20516, -1.04092], [-1.77996, 1.62219, -1.81907], [0.28484, 1.08861, 1.84779]],
  "atomic_forces_ev_per_a": [[-1.880, 1.901, -0.835], [-1.363, 1.053, -0.418], [-0.418, 0.963, 0.404], [-0.226, -0.804, -1.140], [0.386, 0.334, 2.574], [0.702, -2.678, 2.200], [-0.887, 1.087, -1.578], [0.565, 0.254, -0.731], [0.433, 0.077, -0.002], [0.523, -1.101, -0.088], [0.232, -0.171, 0.740], [1.043, -0.492, -0.528], [-0.081, 0.116, -0.535], [0.970, -0.540, -0.063]],
  "lumo_ha": 0.01523,
  "e_tot_ev": -15577.7656,
  "e_above_lowest_ev": 4.565
}